Computed, not measured: a molecular structure, C12H30NO7S2, with ωB97M-V/def2-TZVPD.

Geometry as ORCA input:
```
! RIJCOSX wB97M-V def2-TZVPD def2/J DEFGRID3
* xyz -1 1
C -2.576 3.284 -1.083
C -2.709 1.915 -0.410
C -1.731 1.636 0.733
C -2.004 2.473 1.989
S -0.019 1.860 0.225
O 0.331 3.253 0.412
O 0.087 1.334 -1.128
N 0.692 0.869 1.250
S 1.960 1.247 2.141
O 3.014 1.934 1.420
O 1.609 1.813 3.432
C 2.534 -0.435 2.417
C 2.824 -0.854 3.843
O 3.792 -0.057 4.512
H -3.526 3.583 -1.533
H -2.261 4.057 -0.380
H -1.821 3.255 -1.870
H -3.711 1.814 0.023
H -2.597 1.124 -1.151
H -1.815 0.581 0.990
H -2.678 1.932 2.657
H -2.484 3.417 1.724
H -1.090 2.697 2.536
H 3.420 -0.528 1.788
H 1.764 -1.069 1.990
H 1.902 -0.878 4.433
H 3.222 -1.872 3.798
H 3.748 0.834 4.147
C 3.385 0.468 -1.406
C 2.807 -0.906 -1.703
C 1.808 -0.856 -2.848
O 2.212 -1.467 -0.533
H 2.591 1.155 -1.107
H 4.101 0.416 -0.586
H 3.886 0.880 -2.286
H 3.613 -1.602 -1.954
H 0.988 -0.183 -2.581
H 1.399 -1.848 -3.050
H 2.272 -0.474 -3.759
H 1.517 -0.853 -0.248
C -2.739 -3.807 -0.542
C -2.948 -2.494 -1.282
C -2.305 -2.512 -2.660
O -2.479 -1.395 -0.513
H -1.670 -3.985 -0.394
H -3.218 -3.774 0.436
H -3.147 -4.649 -1.106
H -4.019 -2.306 -1.388
H -1.226 -2.660 -2.566
H -2.472 -1.564 -3.171
H -2.707 -3.321 -3.273
H -1.525 -1.481 -0.387
*
```

Summary:
E_HOMO: -5.868 eV
LUMO: 2.81 eV
energy: -50425.3341 eV

Results of the Mulliken charge analysis, in e, for atoms 1 through 5: C -1.163; C -0.574; C 0.295; C -1.398; S 0.888



Computed, not measured: 9 unconnected molecules or ions with the total composition C4H24O9 in a non-equilibrium geometry, with ωB97M-V/def2-TZVPD.

Geometry as ORCA input:
```
! RIJCOSX wB97M-V def2-TZVPD def2/J DEFGRID3
* xyz 1 2
C 1.843 0.185 -1.963
C 0.503 0.844 -2.088
C -0.409 0.466 -1.231
O -0.323 -0.587 -0.312
C -1.833 1.146 -1.520
H 2.003 -0.839 -2.620
H 2.008 0.021 -0.903
H 2.698 0.822 -2.255
H 0.349 1.470 -2.973
H 0.659 -0.698 0.116
H -2.124 1.149 -2.551
H -1.679 2.128 -1.212
H -2.556 0.555 -0.856
H -1.717 -3.671 -1.282
H -0.954 -2.617 -0.857
O -0.959 -3.614 -0.721
H -1.371 -1.466 0.969
H -2.380 -1.956 2.146
O -1.347 -1.698 1.926
H -2.104 -1.190 -1.397
H -2.557 -1.261 -2.861
O -2.766 -1.623 -2.012
H 0.031 3.607 0.259
H 1.096 2.700 0.186
O 0.094 2.690 0.092
H 3.710 1.728 1.017
H 3.177 2.423 2.243
O 3.300 2.476 1.247
H 0.374 -1.693 1.699
H 1.772 -2.346 1.494
O 1.280 -1.511 1.492
H 3.079 -0.407 3.141
H 2.313 0.022 1.939
O 3.032 0.185 2.455
H -2.249 0.235 2.244
H -3.151 1.535 2.143
O -2.844 0.790 2.804
*
```

Summary:
E_HOMO (alpha / beta): -13.959 / -13.959 eV
relative energy (zero: lowest compared OMol25 entry of this formula, charge and spin): 34.6 kJ/mol
LUMO (alpha / beta): -3.89 / -8.13 eV
expectation value of S²: 0.75
energy: -22953.5495 eV

Results of the Mulliken charge analysis, in e, for atoms 1 through 5: C -0.865; C -0.271; C 0.790; O 0.006; C -1.340



Computed, not measured: a molecular structure, C24H31GeN2O3PRh, with ωB97M-V/def2-TZVPD.

Geometry as ORCA input:
```
! RIJCOSX wB97M-V def2-TZVPD def2/J DEFGRID3
* xyz 1 1
Rh 0.806 1.178 1.448
C 1.982 -0.267 6.352
O 1.040 -0.465 5.286
C 1.157 0.176 4.141
O 0.352 -0.034 3.246
N 2.204 1.041 4.002
N 2.287 1.793 2.811
H 1.668 -0.940 7.141
H 1.936 0.758 6.721
H 2.990 -0.530 6.031
H 2.759 1.341 4.786
H 3.197 1.643 2.385
H 2.170 2.782 3.014
C -1.814 3.549 0.064
Ge -0.113 3.447 -0.889
C 0.632 5.232 -1.181
C -0.327 2.552 -2.610
C 1.168 2.531 0.322
H -2.578 4.005 -0.566
H -1.713 4.150 0.968
H -2.132 2.548 0.352
H -0.042 5.827 -1.798
H 1.594 5.173 -1.692
H 0.775 5.756 -0.236
H -0.834 3.240 -3.288
H -0.932 1.653 -2.515
H 0.632 2.280 -3.049
H 2.131 3.066 0.414
O -0.686 0.403 0.211
P -0.592 -0.880 -0.598
C -2.228 -1.277 -1.207
C -2.575 -2.588 -1.527
C -3.833 -2.863 -2.040
C -4.744 -1.832 -2.230
C -4.404 -0.527 -1.902
C -3.146 -0.245 -1.391
C -0.035 -2.269 0.391
C -0.653 -2.468 1.626
C -0.288 -3.545 2.415
C 0.687 -4.430 1.972
C 1.301 -4.238 0.743
C 0.942 -3.159 -0.051
C 0.510 -0.756 -2.012
C 1.829 -0.346 -1.808
C 2.689 -0.212 -2.885
C 2.238 -0.488 -4.171
C 0.931 -0.901 -4.378
C 0.066 -1.035 -3.301
H -1.868 -3.394 -1.368
H -4.105 -3.880 -2.286
H -5.726 -2.049 -2.628
H -5.120 0.272 -2.041
H -2.879 0.767 -1.117
H -1.406 -1.771 1.973
H -0.767 -3.698 3.373
H 0.965 -5.277 2.586
H 2.058 -4.931 0.398
H 1.420 -3.012 -1.011
H 2.175 -0.122 -0.805
H 3.710 0.107 -2.726
H 2.910 -0.380 -5.013
H 0.581 -1.115 -5.379
H -0.957 -1.346 -3.471
*
```

Summary:
E_HOMO: -10.849 eV
relative energy (zero: lowest compared OMol25 entry of this formula, charge and spin): 0.0 kJ/mol
LUMO: -2.80 eV
energy: -103320.8154 eV

Results of the Mulliken charge analysis, in e, for atoms 1 through 5: Rh 0.388; C -0.834; O -0.324; C 0.736; O -0.640



Computed, not measured: a molecular structure, C29H36MoN9O2S7, with ωB97M-V/def2-TZVPD.

Geometry as ORCA input:
```
! RIJCOSX wB97M-V def2-TZVPD def2/J DEFGRID3
* xyz 1 3
Mo -1.387 0.097 0.954
N -2.016 -0.675 2.973
C -3.303 -0.444 3.689
C -4.490 -0.644 2.773
C -4.576 -2.050 2.175
C -4.165 -2.105 0.716
N -2.737 -1.779 0.480
H -1.907 -1.679 2.826
H -1.250 -0.447 3.605
H -3.292 0.567 4.086
H -3.329 -1.142 4.530
H -4.422 0.093 1.968
H -5.396 -0.401 3.328
H -5.600 -2.420 2.238
H -3.979 -2.768 2.750
H -4.761 -1.401 0.133
H -4.353 -3.105 0.318
H -2.595 -1.779 -0.524
H -2.146 -2.534 0.832
S -5.967 5.684 -0.858
C -4.977 4.460 -0.454
S -4.464 3.220 -1.574
C -3.485 2.322 -0.445
C -3.408 2.795 0.813
S -2.465 2.030 2.045
S -4.317 4.247 1.150
S -2.671 0.860 -0.915
O -0.426 -2.927 1.739
S 0.683 -2.194 2.333
O 0.890 -2.381 3.743
N 0.451 -0.650 1.945
C 1.465 0.276 2.184
C 2.582 0.121 2.978
C 3.556 1.136 3.041
C 3.424 2.302 2.341
C 2.277 2.506 1.542
C 2.032 3.688 0.817
C 0.886 3.806 0.083
C -0.037 2.755 0.080
N 0.155 1.633 0.752
C 1.304 1.489 1.472
C 2.172 -2.719 1.514
C 2.755 -3.896 1.961
C 3.873 -4.390 1.309
C 4.412 -3.699 0.231
C 3.833 -2.512 -0.196
C 2.703 -2.019 0.441
H 2.721 -0.774 3.568
H 4.423 0.978 3.669
H 4.175 3.079 2.397
H 2.759 4.490 0.851
H 0.662 4.692 -0.493
H -0.957 2.835 -0.480
H 2.342 -4.413 2.818
H 4.332 -5.308 1.651
H 5.297 -4.077 -0.264
H 4.272 -1.955 -1.014
H 2.262 -1.083 0.122
C 3.163 4.110 -4.006
C 1.646 4.261 -4.074
C 0.940 2.967 -3.820
N 1.074 2.273 -2.744
N 0.352 1.114 -2.730
C -0.352 0.957 -3.809
N -1.178 -0.128 -4.010
S -0.144 2.229 -4.971
H 3.652 5.071 -4.164
H 3.519 3.419 -4.771
H 3.463 3.720 -3.034
H 1.343 4.656 -5.044
H 1.302 4.986 -3.331
H -1.571 -0.447 -3.134
H -1.898 0.006 -4.703
C 0.838 -4.047 -1.714
N 0.825 -2.627 -2.071
C 1.590 -2.157 -3.226
C 0.157 -1.795 -1.336
N -0.429 -1.047 -0.675
H 1.873 -4.387 -1.664
H 0.293 -4.630 -2.457
H 0.386 -4.174 -0.732
H 2.645 -2.382 -3.069
H 1.455 -1.084 -3.331
H 1.238 -2.656 -4.128
*
```

Summary:
E_HOMO (alpha / beta): -9.372 / -9.547 eV
relative energy (zero: lowest compared OMol25 entry of this formula, charge and spin): 47.6 kJ/mol
LUMO (alpha / beta): -3.05 / -3.60 eV
expectation value of S²: 2.02
energy: -125862.6856 eV

Results of the Mulliken charge analysis, in e, for atoms 1 through 5: Mo 0.007; N -0.074; C -1.381; C 0.122; C -0.904



Computed, not measured: C4H5N3 in the gas phase, with ωB97M-V/def2-TZVPD.

Geometry as ORCA input:
```
! RIJCOSX wB97M-V def2-TZVPD def2/J DEFGRID3
* xyz 0 1
N 1.529 -0.199 1.266
C 0.475 -0.054 0.400
C 0.432 -0.726 -0.827
N -0.583 -0.616 -1.675
C -1.585 0.179 -1.306
N -1.659 0.869 -0.170
C -0.637 0.751 0.672
H 2.338 -0.730 0.998
H 1.570 0.312 2.131
H 1.256 -1.376 -1.122
H -2.418 0.274 -1.997
H -0.699 1.316 1.602
*
```

Summary:
SMILES string: Nc1cncnc1
E_HOMO: -8.589 eV
relative energy (zero: lowest compared OMol25 entry of this formula, charge and spin): 56.2 kJ/mol
LUMO: 0.87 eV
energy: -8699.2300 eV

Results of the Mulliken charge analysis, in e, for atoms 1 through 5: N -0.470; C 0.792; C -0.213; N -0.558; C -0.109



Computed, not measured: 3 unconnected molecules or ions with the total composition C12H23NO7S in a non-equilibrium geometry, with ωB97M-V/def2-TZVPD.

Geometry as ORCA input:
```
! RIJCOSX wB97M-V def2-TZVPD def2/J DEFGRID3
* xyz 0 1
O -0.122 2.502 -2.480
C 0.683 2.996 -3.424
O 0.582 4.277 -4.197
C 1.949 4.806 -4.515
C 2.860 3.621 -3.819
N 4.331 3.509 -4.150
C 4.958 4.138 -3.066
S 5.637 4.926 -1.679
O 1.971 2.459 -3.974
H 2.094 5.691 -3.729
H 2.140 5.107 -5.631
H 2.856 3.797 -2.640
C 3.249 -0.491 -0.045
O 2.390 0.639 -0.147
C 1.018 0.266 -0.314
C 0.241 0.391 1.000
O 0.697 -0.562 1.964
C 1.564 0.020 2.930
H 4.225 -0.150 0.311
H 2.863 -1.235 0.659
H 3.374 -0.948 -1.029
H 0.935 -0.747 -0.728
H 0.586 0.960 -1.045
H -0.814 0.171 0.806
H 0.303 1.411 1.398
H 0.978 0.615 3.640
H 2.329 0.649 2.467
H 2.062 -0.786 3.476
C -4.917 -4.300 2.190
O -4.048 -3.534 3.017
C -2.670 -3.717 2.675
C -2.140 -2.542 1.847
O -2.765 -2.491 0.561
C -3.789 -1.505 0.498
H -5.939 -3.942 2.342
H -4.666 -4.198 1.130
H -4.866 -5.352 2.478
H -2.519 -4.669 2.153
H -2.112 -3.761 3.618
H -1.069 -2.689 1.676
H -2.268 -1.593 2.382
H -3.336 -0.508 0.434
H -4.456 -1.550 1.363
H -4.380 -1.680 -0.406
*
```

Summary:
SMILES string: O=C1OC[C@H](N=C=S)O1.COCCOC.COCCOC
E_HOMO: -9.027 eV
LUMO: -1.44 eV
energy: -39466.4344 eV

Results of the Mulliken charge analysis, in e, for atoms 1 through 5: O -0.509; C 0.645; O -0.324; C -0.243; C 0.176



Computed, not measured: 3 unconnected molecules or ions with the total composition C16H18N3O7 in a non-equilibrium geometry, with ωB97M-V/def2-TZVPD.

Geometry as ORCA input:
```
! RIJCOSX wB97M-V def2-TZVPD def2/J DEFGRID3
* xyz -1 1
C -0.450 4.019 2.303
C -0.465 3.613 0.688
O 0.789 2.883 0.444
C 0.564 1.452 0.181
N 1.965 0.805 0.175
C -0.268 0.665 1.374
O -1.584 0.343 1.299
O 0.438 0.266 2.635
H -0.396 3.011 2.928
H 0.537 4.608 2.550
H -1.415 4.610 2.612
H -1.415 3.009 0.368
H -0.368 4.643 0.101
H 0.047 1.260 -0.863
H 2.613 1.545 0.579
H 2.237 0.662 -0.833
C 0.719 -2.986 3.162
C 0.737 -4.345 2.844
C -0.009 -5.251 3.601
C -0.776 -4.782 4.676
C -0.790 -3.419 5.003
C -0.037 -2.524 4.241
N -1.583 -5.726 5.460
O -1.529 -6.926 5.151
O -2.273 -5.268 6.381
H 1.298 -2.283 2.566
H 1.330 -4.698 2.003
H 0.015 -6.307 3.340
H -1.377 -3.043 5.838
H -0.044 -1.463 4.484
C -0.245 2.549 -6.961
C -1.276 1.834 -6.349
C -1.024 1.093 -5.194
C 0.270 1.078 -4.653
C 1.308 1.788 -5.269
C 1.045 2.524 -6.427
N 0.535 0.321 -3.424
O -0.405 -0.310 -2.920
O 1.684 0.359 -2.959
H -0.448 3.131 -7.858
H -2.278 1.858 -6.772
H -1.838 0.541 -4.729
H 2.318 1.781 -4.864
H 1.844 3.082 -6.910
*
```

Summary:
E_HOMO: -4.082 eV
LUMO: 1.02 eV
energy: -35679.2557 eV

Results of the Mulliken charge analysis, in e, for atoms 1 through 5: C -0.769; C -0.378; O -0.450; C 0.803; N -0.673



Computed, not measured: 2 unconnected molecules or ions with the total composition C5H11NO in a non-equilibrium geometry, with ωB97M-V/def2-TZVPD.

Geometry as ORCA input:
```
! RIJCOSX wB97M-V def2-TZVPD def2/J DEFGRID3
* xyz 0 1
N 1.473 -1.081 -0.075
C 0.463 -0.171 -0.410
C -0.812 -0.597 -0.623
C -1.438 -1.886 -0.537
C -2.693 -2.224 -1.056
C 0.884 1.260 -0.772
H 2.379 -0.805 -0.464
H 1.325 -2.076 -0.089
H -1.538 0.211 -0.734
H -1.133 -2.566 0.239
H -2.922 -3.290 -1.252
H -3.426 -1.445 -1.212
H -0.129 1.698 -0.623
H 1.092 1.336 -1.839
H 1.557 1.740 -0.058
H 1.901 3.293 1.955
H 1.518 4.176 3.206
O 1.305 3.387 2.703
*
```

Summary:
SMILES string: C=C/C=C(/C)N.O
E_HOMO: -7.397 eV
relative energy (zero: lowest compared OMol25 entry of this formula, charge and spin): 286.0 kJ/mol
LUMO: 0.78 eV
energy: -8898.7334 eV

Results of the Mulliken charge analysis, in e, for atoms 1 through 5: N -0.479; C 0.624; C -0.232; C -0.326; C -0.796



Computed, not measured: a molecular structure, C17H12ClI2N2OSn, with ωB97M-V/def2-TZVPD.

Geometry as ORCA input:
```
! RIJCOSX wB97M-V def2-TZVPD def2/J DEFGRID3
* xyz 3 1
Sn -1.621 -0.957 0.547
Cl 0.669 1.328 -6.641
C -0.017 0.918 -5.203
C -1.458 0.688 -5.169
C -2.042 0.371 -4.014
C -1.245 0.244 -2.777
O -1.791 -0.050 -1.731
C 0.239 0.499 -2.837
C 1.083 0.513 -1.679
N 0.737 0.164 -0.478
C 1.656 0.286 0.547
C 3.037 0.403 0.363
C 3.905 0.597 1.430
C 3.409 0.692 2.708
C 2.023 0.557 2.958
C 1.486 0.690 4.257
C 0.137 0.560 4.450
C -0.655 0.231 3.352
N -0.181 0.110 2.112
C 1.144 0.306 1.887
C 0.785 0.817 -4.051
H -2.028 0.781 -6.084
H -3.107 0.197 -3.936
H 2.074 0.918 -1.867
H 3.467 0.301 -0.625
H 4.968 0.672 1.253
H 4.079 0.854 3.543
H 2.146 0.891 5.092
H -0.311 0.682 5.426
H -1.717 0.060 3.487
H 1.849 1.000 -4.140
I -2.963 -2.974 2.807
C -4.723 -3.195 1.625
I -4.657 -2.075 -0.185
H -5.561 -2.837 2.210
H -4.814 -4.242 1.364
*
```

Summary:
E_HOMO (alpha / beta): -17.382 / -17.382 eV
relative energy (zero: lowest compared OMol25 entry of this formula, charge and spin): 53.8 kJ/mol
LUMO (alpha / beta): -12.97 / -12.97 eV
energy: -57377.2531 eV

Results of the Mulliken charge analysis, in e, for atoms 1 through 5: Sn 1.127; Cl 0.055; C 0.495; C -0.579; C -0.575



Computed, not measured: a gas-phase ion, C6H12NO (charge -2) in a non-equilibrium geometry, with ωB97M-V/def2-TZVPD.

Geometry as ORCA input:
```
! RIJCOSX wB97M-V def2-TZVPD def2/J DEFGRID3
* xyz -2 2
C 2.079 0.890 0.112
N 0.650 1.061 -0.419
C -0.271 0.169 0.357
C -1.406 -0.338 -0.512
C -1.100 -1.300 -1.635
C -0.297 -2.420 -1.377
C -0.582 1.062 1.864
O 0.370 0.707 2.681
H 2.769 1.076 -0.747
H 2.233 -0.102 0.573
H 2.054 1.635 0.979
H 0.473 2.087 -0.275
H 0.421 -0.574 0.676
H -1.666 0.664 -1.102
H -2.329 -0.663 0.045
H -1.512 -1.136 -2.582
H 0.089 -2.993 -2.174
H 0.042 -2.539 -0.308
H -0.537 2.048 1.505
H -1.479 0.667 2.338
*
```

Summary:
E_HOMO (alpha / beta): 4.188 / 0.572 eV
relative energy (zero: lowest compared OMol25 entry of this formula, charge and spin): 211.6 kJ/mol
LUMO (alpha / beta): 6.80 / 6.67 eV
expectation value of S²: 0.75
energy: -9946.5975 eV

Results of the Mulliken charge analysis, in e, for atoms 1 through 5: C -0.800; N -0.598; C 1.010; C -2.059; C -1.560



- energy of number 4 (C29H36MoN9O2S7)?
  -125862.6856 eV